# C2H3O3S2

The ion C2H3O3S2 with charge -1 at a distorted geometry (ωB97M-V/def2-TZVPD, the OMol25 dataset).

Output
HOMO (eV): -4.56
Total charge: -1
HOMO-LUMO gap (eV): 7.6
Largest force on an atom (Eh/bohr): 0.04207
M (g mol⁻¹): 139.18
LUMO (eV): 3.0
ΔE to the lowest compared entry with this formula, charge and spin (eV): 2.315

```
10
Properties=species:S:1:pos:R:3:forces:R:3
C 1.083 0.778 -0.076 0.524 0.116 0.130
C 0.050 -0.099 -0.602 0.464 2.105 0.187
O -1.127 -0.132 1.782 0.082 -0.014 -0.477
O -2.415 -1.016 -0.109 0.278 0.148 -0.002
O -0.209 -1.982 0.427 -0.447 0.232 0.272
S 0.520 2.311 -0.978 -0.741 -1.600 0.013
S -1.123 -0.809 0.503 0.090 -0.727 0.005
H 0.977 0.929 0.993 0.080 -0.109 0.035
H 2.113 0.571 -0.367 -0.207 -0.255 0.039
H 0.131 -0.552 -1.574 -0.123 0.105 -0.201
```
Forces are in eV/Å.